Entry from the OMol25 dataset: C25H50B3ClN2O6 as an isolated structure at a distorted geometry (the ωB97M-V functional and the def2-TZVPD basis).

Output
2S+1	3
electronic energy	-2078.48928	hartree

Each line ends with the Mulliken charge.
Atoms and positions in Å:
Cl (1.68, 5.58, -0.26)  -0.27
O (-0.98, 5.58, -3.70)  -0.35
O (-1.75, 1.85, 1.89)  -0.61
O (-2.05, 8.57, -5.89)  -0.52
O (2.00, -5.74, 1.07)  -0.61
O (0.78, 6.75, -2.57)  -0.34
O (0.63, 4.38, -2.43)  -0.21
N (2.47, -5.91, -0.12)  0.48
N (-1.71, 0.60, 2.20)  0.66
C (4.74, -4.93, 0.06)  -1.29
C (-3.80, 1.17, 3.36)  -1.96
C (-4.48, 5.16, -0.63)  -1.50
C (-3.11, 5.01, -1.28)  0.35
C (-2.53, 0.33, 3.42)  1.70
C (1.99, -4.82, -1.03)  1.76
C (0.54, -4.49, -0.70)  -1.81
C (-0.35, 0.05, 4.72)  -0.48
C (-0.29, -1.44, 1.93)  -2.04
C (-2.99, -1.14, 3.48)  -1.71
C (1.99, -5.29, -2.50)  -1.79
C (4.22, -7.14, 1.08)  -1.87
C (-1.06, 8.12, -3.74)  -0.53
C (-1.75, 0.68, 4.69)  -1.32
C (0.43, 0.42, 3.46)  -1.46
C (2.85, -3.57, -0.87)  -0.91
C (-1.74, 3.36, -2.66)  0.24
C (-1.30, 2.49, -1.46)  -1.40
C (4.37, -6.97, -1.36)  -1.77
C (3.93, -6.21, -0.09)  1.71
C (-3.11, 3.99, -2.43)  -1.08
C (-0.31, 0.08, 2.17)  2.33
C (4.35, -3.85, -0.95)  -0.67
C (-2.06, 7.92, -4.84)  0.04
C (0.42, 0.69, 0.98)  -2.26
B (1.00, 5.58, -1.89)  0.51
B (-0.65, 4.46, -2.94)  0.23
B (-0.38, 6.77, -3.32)  0.28
H (-4.36, 0.97, 2.44)  0.44
H (-2.23, -1.83, 3.84)  0.32
H (0.63, 1.50, 3.48)  0.37
H (2.63, -3.11, 0.10)  0.07
H (-3.33, -1.48, 2.50)  0.36
H (-1.61, 8.53, -2.90)  0.37
H (4.90, -2.93, -0.74)  0.41
H (1.40, -0.08, 3.46)  0.40
H (-2.37, 4.77, -0.53)  0.29
H (-0.42, -1.04, 4.82)  0.32
H (-5.27, 5.07, -1.36)  0.37
H (-4.44, 0.91, 4.20)  0.44
H (1.54, -4.52, -3.12)  0.44
H (-3.39, 4.54, -3.33)  0.33
H (4.03, -6.67, 2.04)  0.38
H (0.15, -3.78, -1.43)  0.43
H (5.80, -5.17, -0.05)  0.39
H (-2.84, 7.15, -4.70)  0.31
H (1.41, 0.24, 0.89)  0.49
H (0.57, 1.77, 1.10)  0.47
H (-4.55, 6.14, -0.16)  0.42
H (-3.83, -1.24, 4.17)  0.49
H (3.61, -8.05, 1.02)  0.45
H (-0.09, -5.38, -0.74)  0.49
H (-3.87, 3.24, -2.29)  0.56
H (0.43, -4.04, 0.28)  0.31
H (3.65, -7.75, -1.62)  0.36
H (-3.59, 2.23, 3.41)  0.36
H (1.40, -6.20, -2.61)  0.38
H (-0.69, -2.03, 2.74)  0.30
H (0.19, 0.40, 5.60)  0.40
H (-1.77, 2.71, -3.53)  0.26
H (-0.33, 8.85, -4.10)  0.36
H (4.52, -6.33, -2.23)  0.29
H (0.74, -1.78, 1.80)  0.35
H (4.61, -4.53, 1.07)  0.37
H (2.98, -5.47, -2.91)  0.29
H (-0.90, 3.11, -0.67)  0.26
H (5.27, -7.43, 1.06)  0.43
H (2.56, -2.84, -1.63)  0.46
H (-2.16, 1.95, -1.09)  0.46
H (-0.12, 0.52, 0.06)  0.41
H (-4.61, 4.43, 0.16)  0.29
H (-1.64, 1.77, 4.76)  0.38
H (5.33, -7.46, -1.18)  0.48
H (-2.32, 0.36, 5.56)  0.37
H (4.62, -4.15, -1.97)  0.35
H (-2.83, 5.97, -1.70)  -0.18
H (-0.84, -1.69, 1.02)  0.47
H (-0.52, 1.81, -1.78)  0.45